(1)
This record from OMol25 describes a 6-piece molecular cluster, C23H44NO11PS5 overall. The level of theory is ωB97M-V/def2-TZVPD.

```
! RIJCOSX wB97M-V def2-TZVPD def2/J DEFGRID3
* xyz 0 1
C 4.49 -5.30 6.13
H 5.17 -4.63 6.65
H -3.71 -4.02 -3.89
H 1.80 0.77 2.05
S -7.23 -2.65 -3.38
H -1.55 -5.17 -3.37
C 2.41 -5.68 4.49
H 2.15 3.88 2.49
H -3.29 1.03 -2.08
O -1.06 1.02 -3.09
O 4.19 0.26 4.69
H 3.98 -5.93 6.86
S 5.22 -0.77 4.35
H -3.92 -2.67 -5.02
O -3.87 2.97 4.22
H 1.26 4.25 0.30
H 7.17 -0.71 2.96
H 1.65 2.57 -0.20
H 3.32 5.27 -6.72
H -7.65 -2.21 -1.07
C -2.49 2.66 2.14
H 3.39 4.49 -4.26
C 2.54 5.12 -3.99
O -1.50 -2.32 -3.39
O -2.95 -1.74 -0.39
C -0.99 1.89 -0.28
S -1.62 -3.13 -4.63
C -3.19 0.57 -1.07
H -1.52 1.84 -3.38
H -2.48 5.08 2.93
O 0.83 2.75 -2.42
C 1.74 1.65 2.74
H 6.77 0.20 5.91
C -0.79 3.86 3.21
H 2.82 6.89 -6.14
O 0.31 6.15 -5.00
C 6.34 -0.03 3.14
H -7.15 -4.90 -2.55
O 0.18 4.03 3.88
H -1.22 -5.44 -5.10
S 1.36 5.15 -5.35
H 1.62 -5.29 3.85
H 6.71 0.93 3.51
O 4.00 -3.58 4.16
H 0.04 -4.74 -4.06
H 5.91 -1.20 6.59
H 2.88 6.13 -3.77
P -0.06 1.44 -1.84
C -7.91 -4.27 -3.01
H 3.10 -6.27 3.89
H 2.05 4.70 -3.11
H 0.41 3.53 -2.00
H -4.24 0.42 -0.68
H 2.60 1.51 3.49
C -2.51 -0.86 -1.09
H -8.24 -4.73 -3.95
C 1.19 3.17 0.63
C -3.35 -3.57 -4.81
O -5.97 -2.86 -4.15
H 1.93 6.09 -7.46
C -2.99 3.28 3.49
C -6.76 -2.25 -1.69
C 2.10 2.93 1.90
H -3.46 -4.26 -5.65
H -6.07 -3.01 -1.31
H -4.21 1.53 1.30
H -1.59 -1.04 -1.73
H 0.79 1.72 3.32
C -2.39 1.46 -0.05
C -3.14 1.84 1.15
C -1.03 -4.79 -4.25
H 5.79 0.12 2.21
C -0.28 2.69 0.76
H 1.96 -6.30 5.27
H 3.14 2.76 1.50
C 6.41 -0.81 5.70
C 2.47 5.93 -6.53
O 0.81 0.28 -1.55
H 5.05 -5.91 5.42
C -1.08 3.04 1.92
H -6.27 -1.28 -1.69
H 7.24 -1.46 5.44
S 3.28 -4.29 5.24
H -8.77 -4.17 -2.35
N -2.08 4.44 3.62
*
```

Output
E_HOMO (Ha): -0.3049
Largest force on an atom (eV Å⁻¹): 3.02

These are the Löwdin partial charges, in e, on atoms 1 to 8: -0.2725 0.0443 0.0508 0.0916 0.8309 0.0573 -0.2716 0.0932

(2)
This record from OMol25 describes C23H44NOP3Pt as an isolated structure. The level of theory is ωB97M-V/def2-TZVPD.

```
! RIJCOSX wB97M-V def2-TZVPD def2/J DEFGRID3
* xyz 4 5
C 2.68 -2.12 -3.60
H 0.31 -1.97 4.54
H -0.72 3.05 -0.10
C -2.33 1.89 -0.94
H -1.90 5.03 -4.15
H -1.28 -1.22 4.27
H 0.99 3.16 -1.49
Pt -0.71 0.50 0.71
H -4.13 -0.29 3.12
H -4.27 0.67 -0.01
H 1.91 1.88 -2.34
H -3.53 -0.63 -0.98
H -2.47 0.22 3.56
C 1.08 2.07 -1.65
C 1.98 -1.49 2.38
H 0.02 1.47 3.88
H 3.26 0.41 -1.32
C 2.61 -0.04 -0.55
C 0.43 -2.47 -1.97
C -3.94 -0.37 0.00
H -1.81 -2.90 1.49
H 0.55 5.51 -7.24
H -0.76 -2.59 3.26
H -0.17 3.14 -6.81
C -2.78 -2.38 1.59
H -3.19 -2.55 2.60
P -2.65 -0.60 1.26
H -3.41 2.14 -0.88
H 1.72 3.10 1.44
H -1.41 -0.64 -2.45
H -0.57 0.26 -3.66
C -0.93 4.61 -3.80
H -4.78 -1.02 0.24
H 1.87 -2.21 1.57
N -0.58 -0.54 -3.02
H 1.22 0.42 4.67
H 0.16 1.72 -2.13
C 1.59 -1.25 -3.74
C -3.24 0.24 2.77
C 2.36 2.36 0.93
C 1.52 -3.32 -1.84
H 1.69 1.43 3.27
H -3.48 1.28 2.53
C 0.53 6.02 -5.13
C -0.17 3.89 -6.03
C 0.45 -1.41 -2.92
H 3.50 -3.83 -2.56
H 1.08 6.96 -5.29
H 2.12 -0.92 -0.98
H 2.95 1.81 1.68
P 1.37 1.21 -0.08
C 0.29 5.17 -6.24
H -2.02 2.56 1.07
H 1.49 -4.12 -1.09
C -0.42 -1.68 3.77
C -0.57 3.47 -4.73
C 0.13 5.64 -3.88
O -0.62 2.33 -4.28
P 0.42 -0.55 2.58
H 0.38 6.19 -2.97
H 3.06 2.89 0.27
H 3.55 -1.99 -4.24
H -1.05 4.07 -2.85
H 2.21 -2.03 3.32
C 0.89 0.83 3.70
H 2.82 -0.82 2.16
C -1.48 2.29 0.15
H -1.95 2.04 -1.94
H 1.60 -0.44 -4.46
H 3.21 -0.34 0.30
H -0.46 -2.59 -1.34
C 2.65 -3.14 -2.65
H -3.48 -2.81 0.84
*
```

Output
Relative energy (zero: lowest compared OMol25 entry of this formula, charge and spin) (kcal/mol): 27.82
Expectation value of S²: 6.05
E_HOMO (spin up / spin down) (Ha): -0.5982 / -0.7085
Largest force on an atom (eV Å⁻¹): 3.34

These are the Löwdin partial charges, in e, on atoms 1 to 8: 0.0092 0.0863 0.0698 0.0213 0.1794 0.0529 0.0689 0.6799